(1)
C4H6ClNOS | ωB97M-V/def2-TZVPD

Last column: Löwdin charge in e.
CARTESIAN COORDINATES (ANGSTROEM)
C 3.36 -1.25 -0.18  -0.17
N 2.52 -0.24 -0.15  -0.40
S 1.05 -0.12 -1.01  0.85
C 0.39 1.20 0.06  -0.53
O -0.08 0.70 1.34  -0.24
C -1.05 -0.35 1.54  -0.26
C -2.18 -0.50 0.90  -0.52
Cl -2.45 0.32 -0.68  0.57
H 4.13 -1.43 0.86  0.13
H 3.45 -2.22 -0.73  0.05
H 1.11 2.02 0.62  0.16
H -0.30 1.92 -0.43  0.05
H -0.92 -0.88 2.62  0.17
H -2.78 -1.55 1.26  0.15

Properties
Largest force on an atom in eV/A: 4.0
E_LUMO in eV: 0.578
SMILES string: C=NSCO/C=C\Cl
HOMO energy in eV: -9.08

(2)
C28H23CoNO2PSTe | ωB97M-V/def2-TZVPD

Last column: Mulliken spin population.
CARTESIAN COORDINATES (ANGSTROEM)
Co -16.08 -11.12 7.56  2.64
N -17.89 -11.89 8.73  0.08
C -19.10 -11.15 8.30  0.00
C -18.72 -10.02 7.25  0.01
O -19.60 -9.44 6.64  0.01
O -17.45 -9.84 7.16  0.08
H -18.07 -12.88 8.73  -0.01
H -17.65 -11.67 9.70  -0.02
H -19.65 -10.70 9.15  0.00
H -19.83 -11.85 7.82  0.00
C -12.02 -6.83 9.14  0.01
C -12.87 -6.89 10.23  0.00
C -13.72 -7.95 10.42  0.02
C -13.73 -9.04 9.47  -0.03
C -12.73 -9.02 8.46  0.02
C -11.91 -7.90 8.28  -0.02
P -15.07 -10.27 9.49  0.02
C -16.16 -9.74 10.83  0.01
C -16.29 -10.53 12.02  0.01
C -17.15 -10.10 13.01  0.00
C -17.93 -8.94 12.83  0.01
C -17.80 -8.17 11.68  0.00
C -16.85 -8.55 10.71  0.01
C -14.17 -11.74 9.93  0.00
C -13.24 -11.79 10.97  0.00
C -12.62 -13.00 11.32  0.00
C -12.86 -14.15 10.60  0.01
C -13.80 -14.15 9.54  0.00
C -14.17 -15.33 8.83  0.03
C -15.07 -15.22 7.82  0.01
C -15.60 -13.97 7.40  0.04
C -15.41 -12.78 8.10  0.09
C -14.46 -12.90 9.21  -0.10
H -11.41 -5.95 8.93  0.00
H -12.88 -6.00 10.88  0.00
H -14.36 -7.99 11.29  0.00
H -12.63 -9.87 7.78  0.05
H -11.24 -7.91 7.43  0.00
H -15.73 -11.43 12.13  0.00
H -17.29 -10.65 13.95  0.00
H -18.62 -8.58 13.60  0.00
H -18.37 -7.25 11.52  0.00
H -16.69 -7.93 9.83  0.00
H -13.01 -10.84 11.51  0.00
H -12.03 -12.99 12.23  0.00
H -12.41 -15.09 10.84  0.00
H -13.75 -16.32 9.05  0.00
H -15.45 -16.11 7.29  0.00
H -16.21 -14.00 6.53  0.01
Te -14.16 -11.18 5.74  0.94
C -15.10 -10.08 4.16  -0.07
C -16.34 -9.51 3.88  0.05
C -16.39 -9.04 2.54  -0.01
C -15.24 -9.26 1.86  0.08
S -14.00 -10.04 2.80  0.01
H -17.08 -9.46 4.70  0.02
H -17.27 -8.56 2.14  0.00
H -15.13 -9.10 0.80  0.00

Properties
Largest force on an atom in eV/A: 4.5
2S+1: 5
E_LUMO (alpha / beta) in eV: 0.266 / -2.327
⟨S²⟩: 6.029
HOMO energy (alpha / beta) in eV: -6.89 / -7.87

(3)
C20H41ClNO5 | ωB97M-V/def2-TZVPD

Last column: Löwdin charge in e.
CARTESIAN COORDINATES (ANGSTROEM)
C -0.61 2.75 -0.99  -0.08
C 0.28 2.09 -2.04  -0.29
O 0.91 0.92 -1.60  -0.19
C 1.84 1.11 -0.52  -0.25
C 3.13 1.88 -0.86  -0.52
N 4.07 1.82 0.22  -0.58
Cl 3.72 3.19 1.28  0.32
H 0.01 3.23 -0.23  0.07
H -1.18 1.96 -0.50  0.06
H -1.27 3.47 -1.46  0.07
H 0.99 2.83 -2.43  0.11
H -0.36 1.80 -2.87  0.10
H 1.36 1.56 0.35  0.09
H 2.16 0.12 -0.21  0.10
H 2.86 2.90 -1.15  0.06
H 3.54 1.39 -1.75  0.09
C -6.07 3.11 -0.65  -0.17
C -5.18 3.53 0.52  -0.17
C -3.93 2.70 0.26  -0.21
O -3.83 2.54 -1.15  -0.16
C -5.05 2.95 -1.77  -0.20
H -6.85 3.82 -0.89  0.11
H -6.54 2.14 -0.43  0.11
H -4.95 4.59 0.44  0.11
H -5.62 3.34 1.49  0.11
H -4.01 1.71 0.72  0.12
H -3.02 3.18 0.63  0.11
H -4.88 3.90 -2.28  0.12
H -5.34 2.20 -2.51  0.11
C -1.58 -2.67 -2.63  -0.17
C -1.43 -1.16 -2.48  -0.16
C -2.75 -0.78 -1.82  -0.19
O -3.14 -1.91 -1.02  -0.14
C -2.32 -3.03 -1.35  -0.22
H -0.63 -3.20 -2.73  0.11
H -2.20 -2.91 -3.50  0.11
H -0.60 -0.92 -1.82  0.10
H -1.27 -0.64 -3.42  0.11
H -3.53 -0.60 -2.57  0.12
H -2.67 0.10 -1.19  0.10
H -1.62 -3.20 -0.52  0.11
H -2.95 -3.92 -1.46  0.10
C -2.04 -8.40 -0.13  -0.18
C -1.08 -7.41 0.52  -0.17
C -0.77 -6.47 -0.64  -0.20
O -1.95 -6.45 -1.45  -0.15
C -2.84 -7.49 -1.06  -0.21
H -2.68 -8.93 0.58  0.11
H -1.49 -9.14 -0.71  0.11
H -1.59 -6.87 1.32  0.11
H -0.19 -7.87 0.94  0.11
H 0.06 -6.84 -1.24  0.12
H -0.54 -5.46 -0.31  0.11
H -3.69 -7.04 -0.53  0.12
H -3.21 -8.00 -1.94  0.11
C 6.76 3.07 3.19  -0.19
C 8.03 3.19 4.02  -0.18
C 7.95 4.62 4.53  -0.23
O 6.56 4.92 4.67  -0.15
C 5.78 3.90 4.02  -0.22
H 6.42 2.05 3.04  0.11
H 6.90 3.53 2.21  0.11
H 8.00 2.49 4.86  0.11
H 8.95 2.99 3.46  0.10
H 8.39 5.32 3.82  0.11
H 8.44 4.76 5.50  0.11
H 5.31 3.29 4.79  0.12
H 5.01 4.36 3.41  0.06

Properties
Largest force on an atom in eV/A: 0.7
E_LUMO in eV: 2.356
Total charge: -1
HOMO energy in eV: -2.09

(4)
C25H47N3O8 | ωB97M-V/def2-TZVPD

Last column: Löwdin charge in e.
CARTESIAN COORDINATES (ANGSTROEM)
N -3.64 -3.10 3.06  0.16
C -3.81 -1.98 3.23  -0.22
C -4.09 -0.59 3.49  -0.10
C -4.80 0.07 2.27  -0.23
C -4.33 1.43 2.13  -0.18
N -3.87 2.48 2.19  0.21
C -6.29 0.05 2.49  -0.21
C -6.90 1.01 3.26  -0.02
C -8.24 0.93 3.47  -0.14
N -9.05 0.01 2.98  0.09
C -8.43 -0.88 2.24  -0.15
C -7.09 -0.92 1.98  -0.02
H -4.72 -0.53 4.37  0.13
H -3.16 -0.08 3.69  0.13
H -4.57 -0.51 1.39  0.15
H -6.34 1.82 3.69  0.11
H -8.69 1.69 4.10  0.11
H -9.04 -1.65 1.80  0.11
H -6.69 -1.71 1.38  0.12
C 1.84 0.74 -0.92  -0.10
O 0.84 1.67 -1.30  -0.19
C -0.45 1.09 -1.45  -0.21
C -1.32 1.31 -0.23  -0.21
O -0.80 0.65 0.92  -0.21
C -0.08 1.52 1.78  -0.11
H 2.69 1.31 -0.55  0.09
H 1.50 0.07 -0.12  0.08
H 2.16 0.15 -1.78  0.08
H -0.36 0.02 -1.66  0.13
H -0.92 1.56 -2.31  0.13
H -2.31 0.88 -0.42  0.12
H -1.45 2.38 -0.03  0.12
H -0.78 2.12 2.38  0.08
H 0.59 2.18 1.23  0.08
H 0.51 0.90 2.45  0.09
C 4.81 -2.17 -6.43  -0.11
O 3.58 -2.84 -6.63  -0.19
C 3.06 -3.44 -5.45  -0.20
C 2.00 -2.58 -4.80  -0.20
O 2.52 -1.35 -4.33  -0.20
C 2.27 -0.27 -5.21  -0.11
H 4.98 -1.52 -7.28  0.09
H 4.80 -1.56 -5.52  0.08
H 5.63 -2.90 -6.37  0.08
H 3.87 -3.65 -4.74  0.13
H 2.61 -4.39 -5.74  0.13
H 1.60 -3.12 -3.93  0.13
H 1.17 -2.41 -5.49  0.13
H 1.24 0.08 -5.11  0.09
H 2.46 -0.54 -6.25  0.08
H 2.94 0.55 -4.94  0.09
C -4.60 3.76 5.25  -0.11
O -5.91 3.43 5.71  -0.21
C -5.91 2.74 6.95  -0.21
C -6.20 3.67 8.12  -0.21
O -5.18 4.63 8.29  -0.19
C -5.49 5.90 7.74  -0.11
H -4.70 4.51 4.47  0.09
H -3.97 4.15 6.05  0.09
H -4.13 2.87 4.82  0.06
H -4.96 2.22 7.11  0.13
H -6.71 1.99 6.90  0.12
H -6.25 3.07 9.03  0.13
H -7.17 4.16 7.98  0.13
H -6.18 6.44 8.39  0.09
H -5.93 5.81 6.74  0.08
H -4.56 6.47 7.66  0.09
C 7.78 -2.93 -3.56  -0.10
O 8.15 -3.88 -4.54  -0.19
C 8.55 -3.30 -5.77  -0.22
C 10.06 -3.23 -5.91  -0.20
O 10.64 -2.37 -4.94  -0.19
C 11.18 -3.05 -3.83  -0.11
H 7.77 -3.44 -2.60  0.09
H 8.49 -2.10 -3.51  0.09
H 6.78 -2.54 -3.76  0.08
H 8.11 -2.30 -5.88  0.12
H 8.16 -3.93 -6.57  0.12
H 10.30 -2.83 -6.89  0.13
H 10.49 -4.23 -5.84  0.13
H 12.15 -3.50 -4.08  0.09
H 10.51 -3.84 -3.46  0.08
H 11.33 -2.32 -3.03  0.09

Properties
Largest force on an atom in eV/A: 1.9
E_LUMO in eV: 0.503
SMILES string: N#CC[C@H](C#N)c1ccncc1.COCCOC.COCCOC.COCCOC.COCCOC
HOMO energy in eV: -9.27

(5)
C20H25As2N4O2OsS | ωB97M-V/def2-TZVPD

Last column: Mulliken spin population.
CARTESIAN COORDINATES (ANGSTROEM)
Os -0.57 0.62 -1.06  2.80
C 1.92 -2.09 -0.49  0.02
As 0.46 -1.58 -1.64  -0.02
C 1.17 -1.61 -3.43  -0.01
C -0.90 -2.93 -1.53  0.01
C -0.56 -4.28 -1.60  0.00
C -1.57 -5.24 -1.56  0.00
C -2.90 -4.86 -1.45  0.00
C -3.23 -3.51 -1.38  -0.01
C -2.23 -2.55 -1.42  0.03
As -2.68 -0.68 -1.34  -0.03
C -3.72 -0.28 -2.91  0.01
C -3.85 -0.42 0.16  -0.01
H 2.33 -3.03 -0.86  0.00
H 1.54 -2.21 0.52  0.00
H 2.69 -1.32 -0.53  0.00
H 1.54 -2.62 -3.63  0.00
H 1.99 -0.90 -3.51  0.00
H 0.39 -1.37 -4.15  0.00
H 0.47 -4.60 -1.70  0.00
H -1.31 -6.29 -1.61  0.00
H -3.68 -5.60 -1.41  0.00
H -4.28 -3.23 -1.29  0.00
H -4.58 -0.94 -2.93  0.00
H -3.12 -0.45 -3.81  0.00
H -4.05 0.76 -2.88  0.00
H -4.71 -1.08 0.04  0.00
H -4.19 0.62 0.19  0.00
H -3.33 -0.66 1.09  0.00
N 5.37 1.47 4.79  0.37
C 4.30 1.38 4.03  0.13
C 3.90 2.51 3.23  0.19
C 2.77 2.42 2.46  -0.07
C 2.03 1.22 2.47  0.26
C 2.41 0.10 3.22  -0.08
C 3.53 0.17 4.00  0.20
S 0.46 1.23 1.65  0.04
O 0.04 -0.15 1.39  0.07
O -0.37 2.09 2.42  0.03
N 0.68 1.80 0.13  0.14
C 0.06 3.03 -0.18  -0.07
N -0.97 2.77 -0.99  0.01
C -1.71 3.80 -1.43  0.00
C -1.38 5.08 -1.02  0.00
C -0.29 5.23 -0.18  0.01
N 0.44 4.20 0.25  0.00
H 5.92 2.32 4.84  -0.01
H 5.67 0.70 5.38  -0.01
H 4.49 3.42 3.25  -0.01
H 2.44 3.27 1.87  -0.01
H 1.80 -0.79 3.20  0.00
H 3.84 -0.67 4.60  -0.01
H -2.54 3.59 -2.09  0.00
H -1.96 5.93 -1.36  0.00
H 0.01 6.21 0.17  0.00

Properties
Largest force on an atom in eV/A: 0.5
2S+1: 5
E_LUMO (alpha / beta) in eV: -9.091 / -11.518
⟨S²⟩: 6.058
Total charge: +3
HOMO energy (alpha / beta) in eV: -17.43 / -17.42

(6)
C6H9N | ωB97M-V/def2-TZVPD

Last column: Löwdin charge in e.
CARTESIAN COORDINATES (ANGSTROEM)
C 1.02 -1.38 0.92  -0.04
C -0.17 -0.48 0.70  -0.33
C -0.41 0.07 -0.46  0.00
C 0.68 1.49 -2.16  -0.10
C -0.39 0.54 -1.68  -0.14
C -2.33 -0.06 1.71  0.02
N -1.03 -0.28 1.83  -0.10
H 1.71 -1.28 0.08  0.08
H 0.75 -2.44 1.03  0.08
H 1.56 -1.07 1.83  0.08
H 0.34 2.13 -2.98  0.07
H 1.50 0.88 -2.54  0.08
H 1.07 2.11 -1.35  0.08
H -1.07 0.13 -2.42  0.11
H -2.70 0.03 2.75  0.00
H -0.55 -0.38 2.73  0.13

Properties
Largest force on an atom in eV/A: 0.6
E_LUMO in eV: 0.861
HOMO energy in eV: -8.29

(7)
C2H5O2S | ωB97M-V/def2-TZVPD

Last column: Mulliken spin population.
CARTESIAN COORDINATES (ANGSTROEM)
C 1.93 1.02 0.39  0.49
S 1.51 -0.77 0.48  0.15
H 2.01 1.33 1.44  -0.08
H 2.92 1.20 -0.03  -0.07
H 1.10 1.59 -0.05  -0.03
O -3.25 -0.53 0.23  -0.05
C -2.36 -0.98 -0.49  0.34
O -1.15 -0.58 -0.59  -0.01
H -2.64 -1.79 -1.17  0.01
H -0.07 -0.48 -0.22  0.25

Properties
Largest force on an atom in eV/A: 1.9
2S+1: 2
E_LUMO (alpha / beta) in eV: 5.999 / 6.000
⟨S²⟩: 0.754
Total charge: -2
HOMO energy (alpha / beta) in eV: 3.40 / -0.41

(8)
C5H8NO | ωB97M-V/def2-TZVPD

Last column: Mulliken spin population.
CARTESIAN COORDINATES (ANGSTROEM)
C 2.79 0.11 -0.18  0.71
C -1.78 -0.73 0.54  0.04
C -2.14 0.23 -0.59  0.23
C -0.73 -0.31 -0.35  0.21
C 0.30 0.60 0.30  0.03
N 1.69 0.34 0.06  0.41
O 3.94 -0.17 -0.50  -0.02
H -1.62 -0.30 1.48  -0.01
H -2.12 -1.75 0.55  0.03
H -2.63 -0.10 -1.46  0.01
H -2.32 1.19 -0.17  0.00
H -0.46 -0.93 -1.25  0.01
H 0.24 1.63 0.04  0.08
H 0.15 0.50 1.41  0.11
H 4.71 -0.30 0.12  0.15

Properties
Largest force on an atom in eV/A: 11.8
2S+1: 3
E_LUMO (alpha / beta) in eV: -2.968 / -9.719
⟨S²⟩: 2.008
Total charge: +1
HOMO energy (alpha / beta) in eV: -8.73 / -14.85

(9)
C4H30NO13 | ωB97M-V/def2-TZVPD

Last column: Mulliken spin population.
CARTESIAN COORDINATES (ANGSTROEM)
O 0.48 -2.51 -0.90  0.64
C -0.06 -1.42 -0.91  -0.01
O -0.92 -0.98 -0.09  0.06
C 0.16 -0.29 -2.02  0.09
C 1.38 -0.51 -2.91  0.01
C 2.45 -1.43 -2.33  0.03
O 0.81 -0.99 -4.09  0.05
N 0.02 1.02 -1.30  0.00
H -1.18 -1.45 0.90  0.00
H -0.76 -0.43 -2.59  0.00
H 1.88 0.45 -3.10  0.04
H 2.62 -1.14 -1.29  0.01
H 3.42 -1.41 -2.83  0.01
H 2.11 -2.47 -2.47  0.04
H 1.40 -1.47 -4.67  0.00
H -0.91 1.43 -1.51  0.00
H 0.75 1.71 -1.53  0.00
H 0.17 0.86 -0.31  0.01
H 2.59 -1.45 4.65  0.00
H 3.53 -1.94 3.62  0.00
O 2.60 -1.70 3.71  0.00
H -0.47 2.96 0.82  0.00
H -0.80 1.74 1.77  0.00
O -0.92 2.09 0.87  0.00
H 0.84 -3.92 1.95  0.00
H 1.45 -2.96 3.05  0.00
O 0.63 -3.36 2.71  0.00
H -2.54 0.27 -0.21  0.00
H -3.07 -0.03 -1.57  0.00
O -2.91 0.74 -0.97  0.00
H -1.34 -0.84 2.81  0.00
H -0.97 -2.37 2.47  0.00
O -1.42 -1.56 2.14  0.01
H 1.97 4.15 -0.01  0.00
H 0.54 4.12 -0.52  0.00
O 1.20 3.57 -0.08  0.00
H 2.14 0.08 2.99  0.00
H 2.06 1.37 1.94  0.00
O 1.69 0.88 2.68  0.00
H -0.12 1.01 3.51  0.00
H -1.48 1.10 4.27  0.00
O -1.05 0.76 3.47  0.00
H -3.45 -1.88 -2.55  0.00
H -4.69 -1.19 -3.02  0.00
O -3.73 -1.08 -3.01  0.00
H -2.38 3.98 -1.68  0.00
H -2.08 3.01 -0.57  0.00
O -1.64 3.47 -1.31  0.00

Properties
Largest force on an atom in eV/A: 1.9
2S+1: 2
E_LUMO (alpha / beta) in eV: -6.320 / -11.921
⟨S²⟩: 0.757
Total charge: +2
HOMO energy (alpha / beta) in eV: -16.99 / -16.98

(10)
C3H9N2O2P | ωB97M-V/def2-TZVPD

Last column: Löwdin charge in e.
CARTESIAN COORDINATES (ANGSTROEM)
C -1.30 0.32 -1.62  -0.16
P -1.11 -0.28 0.10  0.44
C -1.37 1.13 1.22  -0.20
O -2.05 -1.37 0.50  -0.35
N 0.44 -0.83 0.13  -0.06
C 2.06 -0.13 0.08  -0.50
N 2.84 -1.17 -0.04  0.15
O 2.24 1.01 -0.05  0.12
H -0.76 1.26 -1.73  0.05
H -0.87 -0.41 -2.22  0.01
H -2.37 0.60 -1.69  0.06
H -0.86 2.12 1.21  0.05
H -2.41 1.49 1.23  0.05
H -1.11 0.89 2.30  0.06
H 0.40 -1.56 0.71  -0.02
H 2.41 -2.13 0.01  0.15
H 3.84 -0.93 -0.12  0.14

Properties
Largest force on an atom in eV/A: 6.1
E_LUMO in eV: 0.466
SMILES string: CP(C)(=O)NC(N)=O
HOMO energy in eV: -9.77

(11)
C19H23BrIrN6O6 | ωB97M-V/def2-TZVPD

Last column: Mulliken spin population.
CARTESIAN COORDINATES (ANGSTROEM)
Ir -1.42 -0.11 0.59  0.68
O -1.30 1.06 2.16  0.04
N -1.74 2.28 1.99  0.01
N -2.16 2.53 0.85  -0.01
O -2.15 1.57 -0.10  0.07
C -2.68 3.83 0.48  0.00
C -2.52 4.88 1.36  0.00
C -3.04 6.11 1.00  0.00
C -3.70 6.27 -0.22  0.00
C -3.84 5.19 -1.08  0.00
C -3.33 3.95 -0.74  0.00
H -2.01 4.75 2.30  0.00
H -2.93 6.95 1.67  0.00
H -4.10 7.23 -0.49  0.00
H -4.36 5.31 -2.02  0.00
H -3.44 3.10 -1.39  0.00
N 0.57 0.44 0.08  -0.01
C 1.39 -0.78 -0.15  0.01
C 2.87 -0.61 0.20  0.00
C 3.74 -1.68 -0.47  0.00
C 5.06 -1.92 0.25  0.00
N 4.90 -2.48 1.59  0.00
C 4.63 -3.75 1.87  0.00
N 4.46 -4.63 0.89  0.00
N 4.55 -4.16 3.13  0.00
C 0.77 -1.94 0.65  -0.01
O 1.41 -2.87 1.04  0.00
O -0.54 -1.83 0.81  0.06
H 0.62 1.06 -0.73  0.00
H 0.96 0.96 0.87  0.00
H 1.27 -1.05 -1.21  0.00
H 2.96 -0.67 1.28  0.00
H 3.21 0.38 -0.11  0.00
H 3.95 -1.41 -1.50  0.00
H 3.18 -2.62 -0.49  0.00
H 5.61 -0.98 0.37  0.00
H 5.71 -2.57 -0.33  0.00
H 5.07 -1.87 2.38  0.00
H 4.46 -4.36 -0.08  0.00
H 4.27 -5.60 1.09  0.00
H 4.75 -3.53 3.90  0.00
H 4.33 -5.11 3.36  0.00
Br -5.27 0.80 -1.20  0.00
C -3.71 -0.05 -1.82  0.00
C -3.17 0.30 -3.04  0.00
C -2.01 -0.34 -3.49  0.00
C -1.42 -1.34 -2.75  0.00
C -1.98 -1.72 -1.52  0.01
C -3.13 -1.07 -1.05  0.00
C -3.72 -1.45 0.29  -0.01
O -4.54 -2.28 0.50  0.04
O -3.09 -0.75 1.26  0.13
H -3.64 1.06 -3.64  0.00
H -1.60 -0.06 -4.45  0.00
H -0.56 -1.87 -3.13  0.00
H -1.59 -2.56 -0.97  0.00

Properties
Largest force on an atom in eV/A: 2.1
2S+1: 2
E_LUMO (alpha / beta) in eV: -6.806 / -8.228
⟨S²⟩: 0.754
Total charge: +2
HOMO energy (alpha / beta) in eV: -14.40 / -14.39

(12)
C5H11N2 | ωB97M-V/def2-TZVPD

Last column: Löwdin charge in e.
CARTESIAN COORDINATES (ANGSTROEM)
C 2.13 1.90 -0.20  -0.03
C -0.25 0.75 -0.49  -0.03
C -0.95 2.03 -0.35  0.01
C 0.02 -1.98 1.35  -0.04
C 0.01 -1.73 -0.20  -0.13
N 1.64 0.77 -0.44  0.12
N -0.76 -0.45 -0.36  0.10
H 1.50 2.73 -0.04  0.05
H 3.21 2.00 -0.08  0.11
H -1.30 2.30 -1.34  0.12
H -0.32 2.77 -0.05  0.04
H -1.88 2.04 0.07  0.08
H -0.50 -1.17 1.87  0.08
H -0.57 -2.77 1.67  0.05
H 1.10 -2.02 1.62  0.10
H 1.04 -1.49 -0.42  0.09
H -0.34 -2.55 -0.74  0.11
H -1.76 -0.52 -0.21  0.17

Properties
Largest force on an atom in eV/A: 3.8
E_LUMO in eV: -4.527
Total charge: +1
HOMO energy in eV: -14.73

(13)
C2H3F2N3 | ωB97M-V/def2-TZVPD

Last column: Mulliken spin population.
CARTESIAN COORDINATES (ANGSTROEM)
C 0.94 0.42 0.49  0.12
C -1.05 -0.28 -0.39  0.11
N 0.29 1.48 -0.20  0.86
N -0.77 1.13 -0.69  0.81
N 0.20 -0.81 0.26  0.01
F -1.97 -0.26 0.61  0.03
F 0.89 -1.76 -0.40  0.01
H 1.91 0.32 0.06  0.02
H 1.23 0.62 1.53  0.02
H -1.67 -0.86 -1.25  0.02

Properties
Largest force on an atom in eV/A: 3.2
2S+1: 3
E_LUMO (alpha / beta) in eV: 1.080 / -2.619
⟨S²⟩: 2.007
HOMO energy (alpha / beta) in eV: -7.34 / -10.39